Entry 1:
81
Properties=species:S:1:pos:R:3 method="wB97M-V/def2-TZVPD" homo_energy_ha=-0.356 de_lowest_kj_mol=38.9 charge=+1
Sc 0.577 1.127 0.514
N 4.326 2.093 -0.948
C 3.163 2.121 -0.306
O 2.171 1.529 -0.806
C 3.041 2.853 1.004
C 1.665 2.690 1.646
H 4.371 1.699 -1.874
H 5.113 2.613 -0.600
H 3.304 3.898 0.790
H 3.851 2.496 1.648
H 1.066 3.599 1.487
H 1.746 2.579 2.732
C -4.686 -0.715 0.505
Si -2.816 -0.711 0.604
C -2.190 -2.316 -0.157
C -2.343 -0.683 2.431
Si -1.875 1.096 -0.530
Si -2.887 3.093 0.154
C -4.744 3.087 -0.093
C -2.538 3.421 1.976
C -2.174 4.526 -0.830
Si -1.899 0.846 -2.842
C -0.933 2.225 -3.668
C -1.056 -0.774 -3.298
C -3.656 0.844 -3.491
H -5.080 -1.644 0.927
H -5.039 -0.637 -0.523
H -5.115 0.112 1.067
H -2.474 -3.169 0.465
H -1.107 -2.313 -0.275
H -2.627 -2.469 -1.144
H -2.601 -1.625 2.923
H -2.882 0.112 2.948
H -1.275 -0.513 2.611
H -5.238 2.363 0.552
H -5.011 2.849 -1.123
H -5.153 4.074 0.140
H -3.119 2.757 2.618
H -2.805 4.448 2.237
H -1.486 3.295 2.250
H -2.479 4.481 -1.875
H -1.082 4.546 -0.810
H -2.532 5.474 -0.421
H 0.083 2.289 -3.272
H -1.405 3.195 -3.523
H -0.863 2.044 -4.743
H -0.089 -0.845 -2.794
H -0.881 -0.828 -4.375
H -1.646 -1.641 -3.007
H -4.153 1.794 -3.289
H -4.251 0.053 -3.032
H -3.665 0.687 -4.573
C 2.382 -4.294 1.986
N 1.586 -3.085 1.793
C 0.373 -3.047 2.600
P 2.102 -1.926 0.776
O 1.055 -0.801 0.832
N 2.316 -2.584 -0.694
C 1.414 -3.627 -1.192
C 2.931 -1.817 -1.779
N 3.564 -1.273 1.164
C 3.641 -0.540 2.429
C 4.805 -2.005 0.909
H 2.793 -4.331 2.998
H 3.203 -4.342 1.271
H 1.755 -5.175 1.832
H 0.633 -3.086 3.661
H -0.251 -3.910 2.358
H -0.194 -2.145 2.403
H 0.961 -4.171 -0.366
H 1.988 -4.326 -1.802
H 0.623 -3.186 -1.802
H 3.603 -1.061 -1.380
H 2.164 -1.322 -2.381
H 3.499 -2.493 -2.419
H 2.799 0.138 2.552
H 4.554 0.057 2.431
H 3.677 -1.221 3.286
H 4.727 -2.604 0.004
H 5.057 -2.663 1.746
H 5.617 -1.288 0.780

---

Entry 2:
70
Properties=species:S:1:pos:R:3 method="wB97M-V/def2-TZVPD" homo_energy_ha=-0.301 de_lowest_kj_mol=38.9 charge=0
Zr -0.219 0.081 -1.411
I 1.670 1.190 0.845
C 3.351 0.612 -0.257
C 4.581 1.037 0.154
C 5.730 0.626 -0.550
C 5.602 -0.201 -1.626
C 4.330 -0.648 -2.058
C 4.221 -1.516 -3.172
C 3.003 -1.958 -3.582
C 1.837 -1.531 -2.905
C 1.861 -0.664 -1.832
C 3.153 -0.232 -1.379
H 4.678 1.684 1.015
H 6.705 0.967 -0.227
H 6.477 -0.533 -2.172
H 5.126 -1.819 -3.685
H 2.914 -2.627 -4.428
H 0.893 -1.898 -3.288
S -1.364 1.619 2.344
C -1.301 0.426 3.546
N -0.300 -0.454 3.635
C -0.236 -1.533 4.609
C -1.640 -1.932 5.029
C -2.402 -0.696 5.473
N -2.288 0.337 4.453
H 0.381 -0.415 2.895
H 0.347 -1.214 5.479
H 0.279 -2.373 4.146
H -1.592 -2.652 5.845
H -2.147 -2.394 4.182
H -2.019 -0.328 6.429
H -3.460 -0.926 5.606
H -3.019 1.019 4.343
O -1.558 -2.352 1.774
C -1.745 -1.640 0.819
O -0.777 -1.011 0.179
C -3.115 -1.509 0.202
C -4.019 -2.546 0.374
C -5.232 -2.485 -0.287
C -5.570 -1.449 -1.135
C -4.642 -0.438 -1.280
C -3.442 -0.426 -0.600
N -4.916 0.622 -2.259
O -3.953 1.060 -2.862
O -6.059 0.992 -2.397
N -6.201 -3.586 -0.106
O -5.903 -4.467 0.672
O -7.248 -3.511 -0.712
H -3.773 -3.388 1.005
H -6.510 -1.438 -1.666
H -2.804 0.449 -0.606
O -2.774 2.904 -0.256
C -1.943 3.043 -1.116
N -0.748 2.317 -1.200
S 0.131 2.788 -2.480
O 1.331 3.514 -2.224
O 0.324 1.480 -3.157
C -1.067 3.833 -3.211
C -1.022 4.544 -4.394
C -2.100 5.377 -4.659
C -3.156 5.497 -3.756
C -3.167 4.786 -2.565
C -2.100 3.947 -2.303
H -0.193 4.452 -5.082
H -2.119 5.943 -5.581
H -3.981 6.155 -3.992
H -3.983 4.859 -1.859
O -2.977 -1.453 -4.345
C -2.167 -1.262 -3.527
N -1.343 -1.093 -2.665

---

Entry 3:
19
Properties=species:S:1:pos:R:3 method="wB97M-V/def2-TZVPD" homo_energy_ha=-0.464 de_lowest_kj_mol=525.7 charge=+1
C 0.949 1.043 1.004
C 2.566 0.492 -0.696
C -0.908 -0.161 -0.009
C 0.210 -2.305 0.056
C -2.416 1.650 -0.043
N 1.826 0.871 0.207
N -0.041 -0.963 -0.526
O -1.394 0.837 -0.700
H 1.195 1.530 1.948
H 2.709 0.835 -1.734
H 3.178 -0.403 -0.337
H -1.262 -0.350 1.006
H -0.569 -2.355 0.772
H 0.153 -3.095 -0.662
H 1.184 -2.255 0.589
H -2.819 1.131 0.839
H -3.031 2.106 -0.796
H -1.794 2.512 0.524
H 0.263 -1.121 -1.442

---

Entry 4:
11
Properties=species:S:1:pos:R:3 method="wB97M-V/def2-TZVPD" homo_energy_ha="-0.353 / -0.359" multiplicity=5 de_lowest_kj_mol=391.5 charge=+1
C -1.778 -1.054 -0.526
C -2.144 0.103 0.226
O -1.632 0.458 1.333
H -1.803 -0.873 -1.877
H -2.855 0.802 -0.253
H -1.090 -1.703 0.065
C -1.425 -3.808 3.115
O -1.582 -4.938 2.964
O -1.275 -2.661 3.252
Nd 0.084 -0.091 3.058
O -2.724 -1.653 -1.294

---

Entry 5:
118
Properties=species:S:1:pos:R:3 method="wB97M-V/def2-TZVPD" homo_energy_ha=-0.393 charge=+1
C 5.831 2.637 -0.455
C 5.781 4.273 -0.800
C 4.867 5.118 0.266
C 3.682 6.043 -0.454
C 2.424 6.080 0.628
C 1.178 7.037 0.132
C -0.209 6.281 0.593
C -1.333 7.384 1.108
C -2.697 7.205 0.218
C -3.724 6.023 0.809
C -4.772 5.512 -0.343
C -5.052 6.195 -1.800
N -5.946 5.833 -2.918
N -6.746 4.751 -2.752
C -6.689 3.970 -1.485
C -5.753 4.163 -0.162
C -5.735 3.220 1.184
O -4.414 3.043 1.803
O -4.511 3.622 2.994
H 6.291 2.014 -1.349
H 4.724 2.267 -0.278
H 6.449 2.426 0.527
H 6.882 4.698 -0.767
H 5.344 4.412 -1.888
H 4.308 4.339 0.964
H 5.513 5.834 0.966
H 4.119 7.117 -0.694
H 3.388 5.476 -1.454
H 2.038 4.968 0.765
H 2.881 6.497 1.639
H 1.222 7.279 -1.013
H 1.235 8.037 0.779
H 0.079 5.586 1.518
H -0.561 5.632 -0.316
H -0.927 8.480 0.989
H -1.595 7.109 2.235
H -2.384 6.860 -0.879
H -3.331 8.186 0.095
H -3.003 5.125 1.105
H -4.235 6.360 1.822
H -4.400 7.178 -1.998
H -7.408 4.467 -3.533
H -7.453 3.053 -1.425
H -6.577 3.551 1.962
H -6.079 2.133 0.827
H -4.881 4.553 2.893
C 3.405 -4.594 1.890
C 2.175 -5.239 2.019
C 0.989 -4.512 1.901
C 1.033 -3.133 1.665
C 2.263 -2.484 1.561
C 3.452 -3.218 1.662
C 2.322 -1.021 1.362
O 3.402 -0.451 1.267
C 1.062 -0.255 1.288
C 1.104 1.139 1.157
C -0.083 1.870 1.073
C -1.312 1.211 1.109
C -1.357 -0.177 1.245
C -0.167 -0.911 1.344
C -0.226 -2.375 1.523
O -1.305 -2.954 1.560
H 4.329 -5.162 1.974
H 2.138 -6.310 2.209
H 0.033 -5.023 1.997
H 4.416 -2.721 1.569
H 2.059 1.660 1.125
H -0.048 2.953 0.977
H -2.237 1.780 1.036
H -2.320 -0.684 1.277
C 5.773 -11.074 2.086
C 5.741 -12.121 3.006
C 5.526 -11.855 4.359
C 5.356 -10.535 4.796
C 5.413 -9.487 3.879
C 5.611 -9.757 2.519
C 5.285 -8.087 4.335
O 5.331 -7.166 3.530
C 5.108 -7.815 5.775
C 5.043 -6.491 6.228
C 4.862 -6.224 7.587
C 4.738 -7.276 8.494
C 4.808 -8.596 8.046
C 5.003 -8.866 6.685
C 5.112 -10.265 6.227
O 5.007 -11.190 7.024
H 5.931 -11.282 1.030
H 5.880 -13.146 2.670
H 5.497 -12.678 5.072
H 5.643 -8.945 1.795
H 5.136 -5.664 5.526
H 4.817 -5.195 7.937
H 4.590 -7.069 9.552
H 4.715 -9.413 8.761
C -6.714 -2.411 -7.783
C -5.836 -2.280 -8.859
C -4.944 -1.208 -8.905
C -4.936 -0.257 -7.878
C -5.830 -0.374 -6.814
C -6.714 -1.461 -6.761
C -5.866 0.650 -5.750
O -6.648 0.545 -4.814
C -4.951 1.805 -5.835
C -5.013 2.813 -4.864
C -4.143 3.903 -4.930
C -3.203 3.985 -5.957
C -3.142 2.985 -6.929
C -4.025 1.898 -6.873
C -3.976 0.864 -7.926
O -3.154 0.938 -8.832
H -7.403 -3.251 -7.742
H -5.845 -3.013 -9.662
H -4.258 -1.114 -9.746
H -7.405 -1.567 -5.927
H -5.742 2.755 -4.057
H -4.196 4.687 -4.178
H -2.520 4.830 -6.005
H -2.409 3.058 -7.731

---

Entry 6:
18
Properties=species:S:1:pos:R:3 method="wB97M-V/def2-TZVPD" smiles=CCC1CCC1 homo_energy_ha=-0.375 de_lowest_kj_mol=112.3 charge=0
C -1.246 -2.055 -0.391
C -0.041 -1.426 0.328
C -0.157 0.069 0.435
C -0.146 0.831 -0.928
C 0.647 1.925 -0.183
C 1.068 0.928 0.879
H -2.201 -1.850 0.126
H -1.328 -1.667 -1.414
H -1.102 -3.116 -0.359
H 0.898 -1.679 -0.226
H 0.053 -1.869 1.341
H -1.098 0.380 0.876
H 0.535 0.328 -1.601
H -1.087 1.017 -1.419
H 1.400 2.429 -0.832
H 0.059 2.774 0.200
H 1.113 1.202 1.904
H 2.011 0.418 0.560

---

Entry 7:
14
Properties=species:S:1:pos:R:3 method="wB97M-V/def2-TZVPD" smiles="CC(=O)[C@@H](C)C#N" homo_energy_ha=-0.380 de_lowest_kj_mol=48.5 charge=0
C 2.015 -0.095 -0.389
C 0.743 -0.423 0.353
O 0.717 -1.057 1.380
C -0.573 0.091 -0.282
C -1.797 -0.625 0.291
C -0.644 1.545 -0.077
N -0.685 2.688 0.099
H 2.868 -0.522 0.140
H 2.137 0.990 -0.477
H 1.970 -0.503 -1.405
H -0.509 -0.068 -1.367
H -1.809 -0.540 1.379
H -2.719 -0.203 -0.117
H -1.749 -1.687 0.034

---

Entry 8:
72
Properties=species:S:1:pos:R:3 method="wB97M-V/def2-TZVPD" homo_energy_ha=-0.376 charge=+1
C -4.369 -4.302 1.918
C -3.381 -3.275 1.443
C -3.482 -2.738 0.154
C -2.461 -1.934 -0.347
C -1.356 -1.642 0.467
C -0.193 -0.892 -0.102
C 1.186 -1.042 0.500
C 1.648 -2.146 1.217
C 2.968 -2.173 1.681
C 3.813 -1.081 1.447
O 5.155 -1.029 1.803
C 5.967 -2.152 1.653
C 7.013 -2.048 0.723
C 7.780 -3.180 0.443
C 7.547 -4.385 1.115
C 6.561 -4.439 2.104
C 5.752 -3.327 2.378
C 3.348 0.045 0.766
C 2.049 0.035 0.300
C -1.364 -2.012 1.813
C -2.381 -2.818 2.294
H -3.947 -4.867 2.765
H -5.311 -3.830 2.250
H -4.602 -5.008 1.104
H -4.334 -3.009 -0.474
H -2.502 -1.533 -1.364
H -0.135 -1.069 -1.189
H 0.993 -2.983 1.467
H 3.342 -3.035 2.228
H 7.165 -1.087 0.222
H 8.552 -3.109 -0.321
H 8.149 -5.259 0.887
H 6.390 -5.353 2.677
H 4.972 -3.347 3.148
H 4.034 0.870 0.599
H 1.671 0.914 -0.213
H -0.563 -1.695 2.470
H -2.400 -3.133 3.340
C -4.829 1.211 0.289
C -3.710 2.212 0.478
C -4.297 3.614 0.601
C -2.884 1.852 1.717
N -2.788 2.207 -0.695
P -1.328 3.087 -0.592
H -0.375 0.165 -0.064
N -1.057 2.702 -2.214
C 0.099 3.353 -2.885
C 0.344 2.755 -4.263
C 1.332 3.151 -2.015
C -0.230 4.843 -3.024
C -2.247 2.460 -2.889
C -3.255 2.185 -2.004
H -4.448 0.193 0.179
H -5.463 1.250 1.181
H -5.446 1.461 -0.576
H -3.511 4.379 0.667
H -4.932 3.819 -0.269
H -4.917 3.671 1.501
H -2.042 2.544 1.891
H -3.540 1.893 2.600
H -2.487 0.826 1.644
H -0.499 2.930 -4.944
H 1.238 3.243 -4.685
H 0.537 1.677 -4.192
H 1.196 3.501 -0.985
H 1.620 2.095 -1.986
H 2.171 3.706 -2.447
H -0.484 5.285 -2.046
H 0.642 5.370 -3.431
H -1.077 4.979 -3.711
H -2.297 2.481 -3.986
H -4.307 1.964 -2.209

---

Entry 9:
26
Properties=species:S:1:pos:R:3 method="wB97M-V/def2-TZVPD" homo_energy_ha=-0.472 de_lowest_kj_mol=160.2 charge=+1
C -4.314 0.146 0.284
C -3.711 -1.125 0.269
C -3.544 1.270 0.270
C -2.339 -1.271 0.334
C -2.121 1.138 0.338
C -1.485 -0.097 0.374
C 2.995 -0.242 0.452
C 4.119 0.670 0.759
C 1.302 -0.428 -2.090
C -0.079 -0.232 0.739
O 2.803 -1.532 0.773
O 1.619 1.777 -0.542
S 1.462 0.371 -0.392
H -5.426 0.090 0.275
H -4.368 -1.934 0.183
H -3.940 2.317 0.312
H -1.797 -2.223 0.447
H -1.555 2.008 0.027
H 4.973 0.365 1.360
H 3.811 1.454 1.432
H 4.230 1.325 -0.125
H 0.923 0.284 -2.778
H 0.584 -1.290 -1.987
H 2.329 -0.848 -2.167
H 0.186 -1.336 0.944
H 0.057 0.327 1.694